# 1
ORCA calculation (ωB97M-V with the def2-TZVPD basis set) on a cluster of 4 separate species, C29H65BCl2N3O14P2S in total at a distorted geometry.

Bonds (Å) are listed after each position.
Element x y z (Å)
1 C -5.711 7.344 -6.836  C2 1.422, H26 1.185
2 C -4.348 6.954 -6.711  C1 1.422, C3 1.640
3 C -2.749 6.592 -6.711  C2 1.640, C4 1.639, H27 1.172, H28 1.194
4 C -2.264 6.438 -5.152  C3 1.639, C5 1.672, H29 1.170, H30 1.193
5 C -2.323 4.863 -4.593  C4 1.672, C6 1.639, H31 1.182, H32 1.182
6 C -1.036 4.699 -3.591  C5 1.639, O7 1.488, C21 1.639, H33 1.193
7 O 0.283 4.365 -4.193  C6 1.488, B8 1.506
8 B 1.175 4.378 -2.980  O7 1.506, C9 1.655, P17 1.914, O20 1.506
9 C 2.273 3.193 -3.334  B8 1.655, C10 1.640, H34 1.194, H35 1.175
10 C 3.007 2.530 -2.026  C9 1.640, C11 1.660, H36 1.186, H37 1.170
11 C 4.307 3.407 -1.483  C10 1.660, C12 1.646, H38 1.189, H39 1.183
12 C 3.979 4.194 -0.075  C11 1.646, S13 1.876, H40 1.193, H41 1.194
13 S 4.743 3.384 1.436  C12 1.876, O14 1.549, O15 1.556, Cl16 2.106
14 O 3.756 2.293 1.918  S13 1.549
15 O 6.184 2.871 1.150  S13 1.556
16 Cl 4.856 4.877 2.917  S13 2.106
17 P 1.733 6.209 -2.950  B8 1.914, O18 1.741, Cl19 2.166
18 O 3.347 6.420 -2.330  P17 1.741, H42 1.022
19 Cl 1.910 6.759 -5.038  P17 2.166
20 O 0.320 3.860 -1.854  B8 1.506, C21 1.501
21 C -1.040 3.558 -2.414  C6 1.639, O20 1.501, P22 1.928, H43 1.193
22 P -2.374 3.635 -1.023  C21 1.928, O23 1.612, O24 1.754, O25 1.742
23 O -3.024 2.174 -0.821  P22 1.612
24 O -1.528 4.020 0.464  P22 1.754, H44 1.007
25 O -3.658 4.773 -1.330  P22 1.742, H45 1.022
26 H -6.729 7.887 -7.106  C1 1.185
27 H -2.452 5.687 -7.392  C3 1.172
28 H -2.177 7.545 -7.146  C3 1.194
29 H -2.788 7.158 -4.392  C4 1.170
30 H -1.103 6.712 -5.133  C4 1.193
31 H -2.221 4.172 -5.547  C5 1.182
32 H -3.375 4.773 -4.060  C5 1.182
33 H -1.111 5.701 -2.947  C6 1.193
34 H 3.042 3.625 -4.140  C9 1.194
35 H 1.690 2.330 -3.879  C9 1.175
36 H 3.451 1.489 -2.379  C10 1.186
37 H 2.313 2.354 -1.100  C10 1.170
38 H 5.266 2.729 -1.300  C11 1.189
39 H 4.600 4.129 -2.373  C11 1.183
40 H 4.414 5.301 -0.153  C12 1.193
41 H 2.795 4.330 -0.003  C12 1.194
42 H 3.668 7.284 -2.771  O18 1.022
43 H -1.154 2.421 -2.757  C21 1.193
44 H -2.169 4.502 1.072  O24 1.007
45 H -4.510 4.298 -1.632  O25 1.022
46 C 6.130 -1.917 4.003  O47 1.423, H55 1.092, H56 1.091, H57 1.095
47 O 4.806 -1.440 3.792  C46 1.423, C48 1.435
48 C 4.631 -0.828 2.505  O47 1.435, C49 1.536, H58 1.098, H59 1.095
49 C 3.695 -1.678 1.633  C48 1.536, N50 1.466, H60 1.096, H61 1.093
50 N 4.343 -2.927 1.222  C49 1.466, C51 1.466, H62 1.019
51 C 3.427 -3.889 0.601  N50 1.466, C52 1.542, H63 1.097, H64 1.097
52 C 2.300 -4.460 1.485  C51 1.542, O53 1.429, H65 1.096, H66 1.095
53 O 2.766 -5.295 2.547  C52 1.429, C54 1.420
54 C 3.127 -4.596 3.730  O53 1.420, H67 1.093, H68 1.091, H69 1.095
55 H 6.209 -2.245 5.042  C46 1.092
56 H 6.341 -2.769 3.356  C46 1.091
57 H 6.863 -1.122 3.832  C46 1.095
58 H 5.588 -0.638 2.003  C48 1.098
59 H 4.155 0.141 2.685  C48 1.095
60 H 3.417 -1.107 0.741  C49 1.096
61 H 2.789 -1.877 2.212  C49 1.093
62 H 4.761 -3.368 2.040  N50 1.019
63 H 4.043 -4.728 0.255  C51 1.097
64 H 2.987 -3.435 -0.295  C51 1.097
65 H 1.689 -5.109 0.847  C52 1.096
66 H 1.622 -3.687 1.861  C52 1.095
67 H 2.530 -3.692 3.883  C54 1.093
68 H 4.191 -4.355 3.712  C54 1.091
69 H 2.962 -5.262 4.583  C54 1.095
70 C -8.567 3.775 4.887  O71 1.423, H79 1.092, H80 1.091, H81 1.095
71 O -7.993 2.865 3.955  C70 1.423, C72 1.435
72 C -8.634 2.900 2.672  O71 1.435, C73 1.536, H82 1.098, H83 1.095
73 C -7.678 3.469 1.613  C72 1.536, N74 1.466, H84 1.096, H85 1.093
74 N -7.459 4.904 1.814  C73 1.466, C75 1.466, H86 1.019
75 C -6.371 5.453 0.997  N74 1.466, C76 1.542, H87 1.097, H88 1.097
76 C -4.948 4.931 1.276  C75 1.542, O77 1.429, H89 1.096, H90 1.095
77 O -4.436 5.306 2.557  C76 1.429, C78 1.420
78 C -4.796 4.429 3.614  O77 1.420, H91 1.093, H92 1.091, H93 1.095
79 H -8.112 3.593 5.863  C70 1.092
80 H -8.360 4.806 4.597  C70 1.091
81 H -9.647 3.617 4.971  C70 1.095
82 H -9.583 3.452 2.697  C72 1.098
83 H -8.865 1.862 2.411  C72 1.095
84 H -8.105 3.306 0.618  C73 1.096
85 H -6.738 2.914 1.680  C73 1.093
86 H -7.236 5.071 2.794  N74 1.019
87 H -6.373 6.537 1.164  C75 1.097
88 H -6.610 5.300 -0.062  C75 1.097
89 H -4.283 5.403 0.543  C76 1.096
90 H -4.851 3.852 1.115  C76 1.095
91 H -4.906 3.393 3.283  C78 1.093
92 H -5.712 4.779 4.094  C78 1.091
93 H -4.004 4.464 4.370  C78 1.095
94 C 2.383 -12.485 -1.234  O95 1.423, H103 1.092, H104 1.091, H105 1.095
95 O 1.386 -11.470 -1.197  C94 1.423, C96 1.435
96 C 0.691 -11.414 0.057  O95 1.435, C97 1.536, H106 1.098, H107 1.095
97 C 1.026 -10.109 0.794  C96 1.536, N98 1.466, H108 1.096, H109 1.093
98 N 2.408 -10.115 1.282  C97 1.466, C99 1.466, H110 1.019
99 C 2.866 -8.811 1.772  N98 1.466, C100 1.542, H111 1.097, H112 1.097
100 C 2.959 -7.666 0.744  C99 1.542, O101 1.429, H113 1.096, H114 1.095
101 O 3.966 -7.863 -0.251  C100 1.429, C102 1.420
102 C 3.544 -8.626 -1.372  O101 1.420, H115 1.093, H116 1.091, H117 1.095
103 H 2.767 -12.546 -2.254  C94 1.092
104 H 3.210 -12.238 -0.568  C94 1.091
105 H 1.959 -13.458 -0.964  C94 1.095
106 H 0.892 -12.293 0.682  C96 1.098
107 H -0.378 -11.416 -0.179  C96 1.095
108 H 0.345 -9.990 1.644  C97 1.096
109 H 0.859 -9.281 0.099  C97 1.093
110 H 3.026 -10.405 0.525  N98 1.019
111 H 3.866 -8.970 2.193  C99 1.097
112 H 2.224 -8.498 2.603  C99 1.097
113 H 3.260 -6.765 1.293  C100 1.096
114 H 1.994 -7.427 0.285  C100 1.095
115 H 2.484 -8.488 -1.599  C102 1.093
116 H 3.770 -9.681 -1.212  C102 1.091
117 H 4.125 -8.301 -2.242  C102 1.095

Computed properties:
Highest occupied orbital energy = -0.175 Eh
Orbital gap = 6.1445 eV
E_tot = -4387.43287 Eh
Net charge = -1
Spin multiplicity = 1

***

# 2
ORCA calculation (ωB97M-V with the def2-TZVPD basis set) on a cluster of 4 separate species, C29H65BF9O14P4S in total at a distorted geometry.

Bonds (Å) are listed after each position.
Element x y z (Å)
1 C 7.008 -4.992 4.542  P2 1.865, H26 1.094, H27 1.088, H28 1.093
2 P 7.418 -5.513 2.799  C1 1.865, C3 1.857, B4 1.979
3 C 6.653 -7.184 2.534  P2 1.857, H29 1.093, H30 1.089, H31 1.095
4 B 6.580 -4.180 1.598  P2 1.979, C5 1.665, C21 1.658, H32 1.228
5 C 4.981 -3.932 1.987  B4 1.665, C6 1.549, H33 1.096, H34 1.098
6 C 3.969 -4.336 0.887  C5 1.549, C7 1.546, H35 1.091, H36 1.096
7 C 2.868 -3.267 0.697  C6 1.546, C8 1.536, H37 1.093, H38 1.089
8 C 1.623 -3.815 -0.016  C7 1.536, C9 1.515, H39 1.090, H40 1.092
9 C 0.245 -3.385 0.444  C8 1.515, F10 1.346, F11 1.373, C12 1.571
10 F -0.221 -4.202 1.407  C9 1.346
11 F -0.594 -3.624 -0.616  C9 1.373
12 C 0.053 -1.861 0.773  C9 1.571, F13 1.333, F14 1.349, S15 1.917
13 F 1.016 -1.127 0.215  C12 1.333
14 F -1.090 -1.441 0.193  C12 1.349
15 S -0.132 -1.369 2.617  C12 1.917, F16 1.598, F17 1.588, F18 1.577, F19 1.582, F20 1.577
16 F -1.034 -0.114 2.210  S15 1.598
17 F 1.135 -0.414 2.550  S15 1.588
18 F 0.805 -2.545 3.091  S15 1.577
19 F -1.431 -2.263 2.733  S15 1.582
20 F -0.320 -0.956 4.127  S15 1.577
21 C 7.482 -2.808 1.829  B4 1.658, C22 1.505, H41 1.096, H42 1.099
22 C 8.345 -2.504 0.634  C21 1.505, O23 1.493, H43 1.086, H44 1.091
23 O 9.067 -1.207 0.790  C22 1.493, C24 1.333
24 C 10.368 -1.351 1.043  O23 1.333, O25 1.211, H45 1.106
25 O 11.243 -0.796 0.417  C24 1.211
26 H 6.591 -3.982 4.503  C1 1.094
27 H 7.923 -4.946 5.129  C1 1.088
28 H 6.277 -5.632 5.043  C1 1.093
29 H 6.720 -7.760 3.461  C3 1.093
30 H 7.274 -7.702 1.805  C3 1.089
31 H 5.610 -7.164 2.203  C3 1.095
32 H 6.713 -4.599 0.452  B4 1.228
33 H 4.708 -4.488 2.892  C5 1.096
34 H 4.829 -2.870 2.223  C5 1.098
35 H 4.471 -4.493 -0.068  C6 1.091
36 H 3.460 -5.254 1.203  C6 1.096
37 H 3.315 -2.498 0.063  C7 1.093
38 H 2.691 -2.799 1.664  C7 1.089
39 H 1.673 -3.602 -1.084  C8 1.090
40 H 1.625 -4.904 0.063  C8 1.092
41 H 6.879 -1.922 2.058  C21 1.096
42 H 8.163 -2.936 2.683  C21 1.099
43 H 7.767 -2.361 -0.275  C22 1.086
44 H 9.102 -3.281 0.517  C22 1.091
45 H 10.637 -1.981 1.911  C24 1.106
46 O 2.701 -4.590 -7.033  P47 1.467
47 P 3.424 -4.967 -5.814  O46 1.467, O48 1.598, O51 1.597, O54 1.582
48 O 2.892 -6.337 -5.189  P47 1.598, C49 1.428
49 C 2.592 -7.449 -6.033  O48 1.428, C50 1.516, H57 1.092, H58 1.090
50 C 3.833 -8.241 -6.392  C49 1.516, H59 1.093, H60 1.091, H61 1.090
51 O 3.015 -3.980 -4.627  P47 1.597, C52 1.425
52 C 2.144 -2.869 -4.825  O51 1.425, C53 1.514, H62 1.090, H63 1.091
53 C 0.719 -3.230 -4.467  C52 1.514, H64 1.090, H65 1.091, H66 1.091
54 O 4.966 -4.965 -5.458  P47 1.582, C55 1.442
55 C 6.029 -5.230 -6.396  O54 1.442, C56 1.515, H67 1.092, H68 1.088
56 C 5.774 -4.683 -7.785  C55 1.515, H69 1.091, H70 1.090, H71 1.090
57 H 2.074 -7.111 -6.934  C49 1.092
58 H 1.899 -8.075 -5.472  C49 1.090
59 H 4.480 -7.671 -7.063  C50 1.093
60 H 3.562 -9.168 -6.900  C50 1.091
61 H 4.404 -8.486 -5.496  C50 1.090
62 H 2.213 -2.494 -5.846  C52 1.090
63 H 2.505 -2.077 -4.166  C52 1.091
64 H 0.385 -4.118 -5.005  C53 1.090
65 H 0.041 -2.406 -4.697  C53 1.091
66 H 0.644 -3.452 -3.401  C53 1.091
67 H 6.216 -6.306 -6.428  C55 1.092
68 H 6.918 -4.767 -5.970  C55 1.088
69 H 4.924 -5.175 -8.261  C56 1.091
70 H 6.650 -4.840 -8.415  C56 1.090
71 H 5.557 -3.615 -7.746  C56 1.090
72 O -7.044 2.982 1.072  P73 1.482
73 P -6.261 2.194 2.052  O72 1.482, O74 1.615, O77 1.640, O80 1.604
74 O -7.049 0.805 2.291  P73 1.615, C75 1.428
75 C -7.398 -0.029 1.186  O74 1.428, C76 1.517, H83 1.093, H84 1.090
76 C -6.238 -0.905 0.751  C75 1.517, H85 1.094, H86 1.090, H87 1.090
77 O -6.684 2.979 3.429  P73 1.640, C78 1.420
78 C -7.329 4.244 3.391  O77 1.420, C79 1.517, H88 1.091, H89 1.093
79 C -8.837 4.095 3.454  C78 1.517, H90 1.090, H91 1.092, H92 1.091
80 O -4.880 1.809 2.773  P73 1.604, C81 1.445
81 C -3.683 1.457 2.046  O80 1.445, C82 1.513, H93 1.092, H94 1.088
82 C -3.508 2.251 0.770  C81 1.513, H95 1.096, H96 1.090, H97 1.092
83 H -7.761 0.577 0.353  C75 1.093
84 H -8.228 -0.649 1.525  C75 1.090
85 H -5.447 -0.306 0.289  C76 1.094
86 H -6.567 -1.641 0.017  C76 1.090
87 H -5.811 -1.429 1.606  C76 1.090
88 H -7.032 4.805 2.503  C78 1.091
89 H -6.982 4.806 4.262  C78 1.093
90 H -9.189 3.415 2.679  C79 1.090
91 H -9.329 5.062 3.327  C79 1.092
92 H -9.135 3.677 4.417  C79 1.091
93 H -3.685 0.385 1.842  C81 1.092
94 H -2.849 1.649 2.719  C81 1.088
95 H -4.302 2.025 0.050  C82 1.096
96 H -2.555 2.009 0.301  C82 1.090
97 H -3.538 3.323 0.974  C82 1.092
98 O -3.695 9.188 0.725  P99 1.466
99 P -5.012 9.609 1.209  O98 1.466, O100 1.596, O103 1.602, O106 1.585
100 O -6.171 9.357 0.141  P99 1.596, C101 1.433
101 C -6.197 8.127 -0.595  O100 1.433, C102 1.514, H109 1.092, H110 1.089
102 C -6.829 7.012 0.211  C101 1.514, H111 1.093, H112 1.090, H113 1.091
103 O -5.064 11.210 1.261  P99 1.602, C104 1.427
104 C -3.916 12.000 0.955  O103 1.427, C105 1.514, H114 1.090, H115 1.091
105 C -3.926 12.438 -0.495  C104 1.514, H116 1.090, H117 1.091, H118 1.091
106 O -5.736 9.408 2.605  P99 1.585, C107 1.446
107 C -5.587 8.236 3.438  O106 1.446, C108 1.514, H119 1.092, H120 1.089
108 C -4.194 7.641 3.425  C107 1.514, H121 1.091, H122 1.090, H123 1.090
109 H -5.189 7.851 -0.913  C101 1.092
110 H -6.779 8.322 -1.495  C101 1.089
111 H -6.183 6.725 1.044  C102 1.093
112 H -6.986 6.127 -0.406  C102 1.090
113 H -7.790 7.328 0.620  C102 1.091
114 H -3.000 11.461 1.194  C104 1.090
115 H -3.963 12.871 1.611  C104 1.091
116 H -4.031 11.578 -1.156  C105 1.090
117 H -3.002 12.963 -0.744  C105 1.091
118 H -4.768 13.104 -0.686  C105 1.091
119 H -6.330 7.492 3.141  C107 1.092
120 H -5.845 8.558 4.445  C107 1.089
121 H -3.933 7.251 2.440  C108 1.091
122 H -4.134 6.818 4.137  C108 1.090
123 H -3.449 8.392 3.690  C108 1.090

Computed properties:
Highest occupied orbital energy = -0.129 Eh
Orbital gap = 5.0471 eV
E_tot = -4884.80472 Eh
Net charge = -1
Spin multiplicity = 1

***

Question: E_tot of number 1 (C29H65BCl2N3O14P2S)?
Answer: -4387.43287 Eh

***

Question: net charge of number 2 (C29H65BF9O14P4S)?
Answer: -1

***

Question: Among the records above, which one has the lowest highest occupied orbital energy?
Answer: C29H65BCl2N3O14P2S